(1)
DFT (ωB97M-V with the def2-TZVPD basis set) results for C8H22NO3Si as an isolated structure in a non-equilibrium geometry.

Calculated values
Energy relative to the best compared isomer or geometry (same formula, charge and spin) = 5.72 kcal/mol
Charge = +1
Lowest unoccupied orbital energy = -2.7 eV

Last column: Mulliken charge in e.
Cartesian coordinates (Å):
C -2.299 -0.007 -0.385  -1.6430
C -1.288 -1.554 1.293  -1.4309
C 0.852 -2.853 -1.943  -0.8321
C -0.583 2.002 2.879  -0.6123
C 0.045 2.689 -1.829  -0.5768
C 3.327 1.088 1.112  -0.7181
C -1.406 -1.152 -0.174  1.1090
C -0.034 -0.756 -0.779  -0.8212
N 0.941 -1.873 -0.747  -0.1666
O 0.369 1.350 1.956  -0.2563
O 0.347 2.385 -0.454  -0.2058
O 2.241 0.445 0.344  -0.3191
Si 0.792 1.192 0.437  0.5651
H -1.927 1.026 -0.088  0.1284
H -2.576 0.142 -1.437  0.3844
H -3.203 -0.100 0.075  0.5658
H -0.721 -0.905 1.926  0.2382
H -2.323 -1.534 1.676  0.4295
H -0.819 -2.612 1.475  0.3335
H 0.827 -2.140 -2.761  0.3465
H 1.747 -3.484 -2.049  0.3661
H -0.061 -3.459 -1.811  0.3087
H -1.313 1.240 3.018  0.2642
H -0.900 2.886 2.375  0.2954
H 0.109 2.291 3.639  0.2759
H 0.837 3.378 -2.162  0.2494
H -0.929 3.213 -1.878  0.2511
H -0.099 1.808 -2.362  0.3222
H 3.118 1.240 2.230  0.2684
H 3.473 2.209 0.764  0.2597
H 4.198 0.488 1.041  0.3103
H -1.761 -2.020 -0.805  0.2414
H -0.134 -0.331 -1.780  0.2606
H 0.912 -2.450 0.026  0.3704
H 2.034 -1.602 -0.804  0.4379

***

(2)
DFT (ωB97M-V with the def2-TZVPD basis set) results for C8H23AlBBr2CaCl3F5GaNO4S as an isolated structure in a non-equilibrium geometry.

Calculated values
Charge = -1
Lowest unoccupied orbital energy = -4.0 eV

Last column: Mulliken charge in e.
Cartesian coordinates (Å):
C -1.579 2.302 -1.329  -1.2324
C -0.626 1.102 -1.332  0.3512
C -0.233 0.559 0.026  -0.1139
N 0.243 1.571 0.940  -0.0769
Ga 1.823 0.990 1.806  0.3127
Br 2.958 -0.600 0.303  -0.3178
H -1.170 3.075 -1.977  0.4004
H -2.595 2.042 -1.597  0.3093
H -1.614 2.759 -0.342  0.3544
H -1.164 0.261 -1.836  0.0355
H 0.309 1.314 -1.932  0.3817
H 0.479 -0.261 -0.148  0.2332
H -1.152 0.126 0.414  -0.1180
H 0.409 2.470 0.503  0.2597
H 2.787 2.320 1.942  0.0552
H 1.685 0.407 3.274  -0.1991
Al 0.493 0.062 -3.158  0.4384
B 6.570 -2.019 -0.786  0.5714
F 5.250 -2.007 -1.402  -0.2814
F 7.080 -0.721 -0.853  -0.4570
F 6.443 -2.432 0.522  -0.3506
F 7.380 -2.896 -1.500  -0.3872
F 1.767 3.875 1.872  -0.6919
Ca 3.069 -0.957 -2.225  1.0098
O 9.647 -0.961 -2.155  -0.6553
H 9.270 -1.777 -2.498  0.3165
H 9.088 -0.763 -1.395  0.3416
C -4.619 -1.818 3.063  -0.5771
C -5.964 -1.704 2.353  -0.4045
C -5.720 -0.961 1.027  -0.7262
S -4.028 -1.310 0.557  1.2012
O -3.262 -0.081 0.604  -0.7279
O -4.001 -2.158 -0.611  -0.7735
C -3.619 -2.272 2.008  -0.4552
H -4.658 -2.516 3.898  0.3528
H -4.324 -0.837 3.452  0.2746
H -6.354 -2.705 2.143  0.2954
H -6.742 -1.174 3.021  0.1129
H -6.385 -1.306 0.239  0.3337
H -5.816 0.113 1.150  0.4475
H -2.582 -2.098 2.287  0.6372
H -3.779 -3.379 1.743  0.0155
Br -2.834 -5.047 1.970  -0.4038
Cl -7.622 0.557 2.856  -0.5214
O 1.071 -0.158 -5.937  -0.7739
H 0.671 -0.105 -6.811  0.1624
C 2.647 3.869 -0.790  0.2130
Cl 3.965 5.023 -0.870  -0.1590
Cl 3.204 2.224 -1.249  -0.0682
H 2.270 3.829 0.240  -0.1680
H 1.867 4.176 -1.480  0.2231

***

(3)
DFT (ωB97M-V with the def2-TZVPD basis set) results for a 2-piece molecular cluster, C8H23N4 overall in a non-equilibrium geometry.

Calculated values
Energy relative to the best compared isomer or geometry (same formula, charge and spin) = 3.02 kcal/mol
Charge = +1
Lowest unoccupied orbital energy = -2.7 eV

Last column: Mulliken charge in e.
Cartesian coordinates (Å):
C 1.972 -1.064 -1.454  -1.2183
C 2.027 -2.237 0.850  -2.3443
C -0.275 2.197 0.437  -1.2645
C 2.015 2.147 -0.403  -1.0122
C -4.115 0.601 0.355  -1.0150
C -3.250 -1.339 -0.712  -0.8322
C 2.034 -0.894 0.090  1.8894
C 0.913 0.051 0.412  0.0531
N 3.328 -0.205 0.407  -0.7076
N -0.126 -0.565 0.901  -0.3147
N 0.879 1.434 0.122  0.1990
N -3.011 0.102 -0.476  -0.2941
H 0.881 -0.773 -1.643  0.2562
H 2.624 -0.216 -1.700  0.3606
H 2.151 -2.030 -1.895  0.3705
H 2.133 -1.960 1.895  0.5257
H 2.903 -2.732 0.586  0.4877
H 1.330 -3.037 0.819  0.4886
H -1.242 1.768 0.230  0.5481
H -0.198 2.662 1.420  0.3318
H -0.222 3.165 -0.271  0.3358
H 2.849 1.504 -0.599  0.4483
H 1.729 2.715 -1.348  0.3214
H 2.335 2.961 0.374  0.3220
H -4.024 0.273 1.422  0.3063
H -4.152 1.734 0.185  0.3248
H -5.082 0.471 -0.192  0.4295
H -2.560 -1.753 -1.623  0.2412
H -2.992 -1.741 0.343  0.2499
H -4.272 -1.481 -1.046  0.3702
H 3.639 -0.104 1.436  0.2596
H 4.095 -0.815 0.037  0.2929
H -0.205 -1.426 1.456  0.3100
H -1.061 0.038 0.977  0.0299
H -3.053 0.548 -1.391  0.2505

***

(4)
DFT (ωB97M-V with the def2-TZVPD basis set) results for a 3-piece molecular cluster, C8H23NO5 overall in a non-equilibrium geometry.

Calculated values
Energy relative to the best compared isomer or geometry (same formula, charge and spin) = 45.18 kcal/mol
Charge = 0
Lowest unoccupied orbital energy = 0.5 eV

Last column: Mulliken charge in e.
Cartesian coordinates (Å):
C -1.300 -3.863 4.700  -0.3779
C -1.993 -3.606 6.045  -0.3515
O -1.876 -4.817 6.783  -0.5194
O 0.101 -3.833 4.746  -0.5142
H -1.498 -3.084 3.963  0.3082
H -1.637 -4.796 4.247  0.2772
H -3.035 -3.310 5.927  0.3218
H -1.579 -2.754 6.583  0.2409
H -0.987 -4.781 7.145  0.3054
H 0.320 -4.727 5.015  0.3092
C 6.569 -0.830 0.205  -0.3021
C 5.481 -1.781 -0.156  -0.4345
O 4.247 -1.140 0.159  -0.5310
O 6.628 0.254 -0.689  -0.5040
H 7.475 -1.436 0.199  0.3180
H 6.482 -0.449 1.223  0.2352
H 5.581 -2.764 0.303  0.3731
H 5.435 -1.861 -1.242  0.2208
H 3.846 -1.551 0.928  0.2979
H 5.705 0.508 -0.614  0.3266
C -0.826 2.793 -4.053  -1.4464
C -1.874 3.251 -2.974  0.7476
C -3.202 2.417 -2.800  -1.0656
O -4.232 2.412 -3.723  -0.3824
C -4.847 3.635 -4.145  -0.6438
N -1.287 3.170 -1.665  -0.6766
H -1.175 2.683 -5.080  0.3337
H -0.437 1.806 -3.805  0.3723
H 0.112 3.348 -4.053  0.3910
H -2.207 4.241 -3.287  0.2105
H -3.647 2.599 -1.822  0.4710
H -2.910 1.378 -2.652  0.3693
H -5.844 3.323 -4.454  0.2295
H -4.352 4.238 -4.907  0.2061
H -4.775 4.092 -3.158  0.3486
H -0.527 2.529 -1.845  0.2811
H -1.937 2.709 -1.044  0.2543

***

(5)
DFT (ωB97M-V with the def2-TZVPD basis set) results for C8H24AlFO4 as an isolated structure in a non-equilibrium geometry.

Calculated values
Energy relative to the best compared isomer or geometry (same formula, charge and spin) = 96.12 kcal/mol
Charge = +2
Lowest unoccupied orbital energy = -13.3 eV

Last column: Mulliken charge in e.
Cartesian coordinates (Å):
Al -0.021 -1.551 -0.321  0.9979
F 2.500 -2.807 -4.507  -0.1747
C -5.926 1.765 -4.164  -0.9794
C -4.773 2.459 -3.461  -0.1837
O -3.599 1.694 -3.674  -0.4154
H -6.799 2.403 -4.029  0.3051
H -6.086 0.808 -3.667  0.2868
H -5.753 1.504 -5.208  0.3846
H -5.019 2.457 -2.399  0.2747
H -4.673 3.478 -3.835  0.2692
H -3.464 1.691 -4.625  0.3490
C -0.988 -9.532 1.893  -1.0381
C -0.556 -8.057 1.918  -0.1064
O -0.608 -7.455 0.627  -0.4206
H -0.471 -10.105 1.123  0.3602
H -2.045 -9.589 1.635  0.3046
H -0.942 -9.998 2.877  0.3204
H 0.486 -8.010 2.234  0.2590
H -1.137 -7.459 2.620  0.2941
H -0.174 -8.038 0.000  0.3442
C 6.869 2.586 0.778  -1.0881
C 6.195 1.227 0.934  -0.1099
O 4.919 1.340 1.414  -0.3918
H 7.864 2.475 0.347  0.3255
H 6.869 3.138 1.717  0.3690
H 6.432 3.244 0.027  0.3132
H 6.745 0.703 1.716  0.2588
H 6.243 0.680 -0.007  0.3112
H 5.010 1.908 2.182  0.3434
C -1.164 5.907 1.195  -0.8490
C -0.211 5.022 2.078  -0.2216
O -0.733 3.712 2.141  -0.4443
H -1.203 5.578 0.156  0.2608
H -0.826 6.943 1.224  0.3157
H -2.184 5.841 1.572  0.3009
H -0.093 5.342 3.114  0.3000
H 0.763 4.973 1.592  0.2337
H -1.446 3.723 2.784  0.3408

***

(6)
DFT (ωB97M-V with the def2-TZVPD basis set) results for C8H24AlO4 as an isolated structure in a non-equilibrium geometry.

Calculated values
Energy relative to the best compared isomer or geometry (same formula, charge and spin) = 0.00 kcal/mol
Charge = +3
Lowest unoccupied orbital energy = -16.4 eV

Last column: Mulliken charge in e.
Cartesian coordinates (Å):
Al 1.190 2.593 1.600  1.0026
C -5.050 1.566 -0.323  -0.8450
C -4.553 2.727 0.602  -0.1234
O -3.568 2.300 1.462  -0.3383
H -5.861 1.885 -0.977  0.3519
H -5.435 0.720 0.247  0.3082
H -4.323 1.171 -1.032  0.2492
H -5.399 3.248 1.051  0.3457
H -4.042 3.431 -0.055  0.2153
H -3.981 2.139 2.313  0.3795
C 5.507 1.087 -3.049  -0.8857
C 5.665 2.016 -1.842  -0.1608
O 4.484 2.764 -1.726  -0.3557
H 5.274 1.532 -4.016  0.3864
H 4.713 0.377 -2.818  0.2365
H 6.403 0.478 -3.164  0.3308
H 6.549 2.638 -1.977  0.2767
H 5.866 1.443 -0.936  0.3055
H 4.506 3.377 -2.464  0.3806
C -0.946 -2.281 -2.565  -0.9150
C 0.296 -1.438 -2.688  -0.1751
O 0.043 -0.097 -2.204  -0.3922
H -0.794 -3.325 -2.840  0.3442
H -1.729 -1.865 -3.198  0.3274
H -1.257 -2.246 -1.521  0.2614
H 0.714 -1.401 -3.694  0.3134
H 0.996 -1.950 -2.028  0.2606
H -0.446 0.324 -2.914  0.3604
C -0.202 -2.838 5.324  -0.9063
C -1.122 -2.506 4.140  -0.1565
O -0.457 -1.546 3.414  -0.3252
H 0.791 -3.159 5.009  0.3843
H -0.651 -3.707 5.805  0.3203
H -0.111 -2.016 6.035  0.3055
H -2.062 -2.052 4.451  0.2827
H -1.309 -3.402 3.548  0.2820
H 0.303 -1.988 3.028  0.3687